{"formula": "C22H36N3PS2Sn", "method": "ωB97M-V/def2-TZVPD", "species": ["Sn", "S", "C", "C", "C", "C", "C", "N", "H", "H", "H", "H", "C", "C", "C", "C", "P", "N", "C", "C", "C", "C", "C", "C", "C", "C", "H", "H", "H", "H", "H", "H", "H", "H", "H", "H", "H", "H", "H", "H", "H", "H", "H", "H", "H", "H", "H", "H", "H", "H", "H", "H", "H", "S", "C", "N", "C", "C", "C", "C", "H", "H", "H", "H", "H"], "xyz": [[-1.37062, -0.40737, -0.05829], [-3.24819, -1.27429, -1.33344], [-3.48276, 0.45520, -1.57951], [-4.48600, 1.03747, -2.33954], [-4.51418, 2.41830, -2.43335], [-3.56023, 3.19312, -1.77587], [-2.58788, 2.55487, -1.04128], [-2.56292, 1.21557, -0.95261], [-5.21023, 0.42067, -2.85203], [-5.28053, 2.89789, -3.02825], [-3.56693, 4.27080, -1.84566], [-1.80929, 3.09025, -0.51494], [2.32774, -1.35083, -2.83341], [2.91105, -1.44289, -1.41149], [2.78528, -2.91782, -0.99363], [4.39564, -1.05650, -1.44508], [1.89441, -0.41025, -0.22687], [0.37975, -0.67286, -0.71687], [2.27998, 1.41970, -0.40055], [3.61054, 1.83659, 0.24089], [2.32390, 1.77987, -1.89485], [1.14350, 2.26474, 0.19495], [2.17424, -0.97566, 1.54643], [1.56010, 0.04808, 2.51427], [1.46684, -2.32243, 1.79616], [3.65847, -1.12334, 1.91281], [2.85394, -2.08442, -3.44635], [2.47246, -0.38181, -3.29794], [1.26773, -1.59579, -2.84888], [3.22135, -3.52354, -1.78897], [1.74490, -3.22326, -0.87989], [3.33171, -3.14764, -0.08275], [4.91463, -1.79105, -2.06385], [4.86756, -1.06904, -0.46466], [4.56404, -0.08198, -1.89913], [4.44999, 1.24744, -0.12297], [3.59535, 1.78194, 1.32740], [3.80656, 2.87693, -0.02635], [3.20047, 1.37883, -2.39523], [2.37818, 2.86711, -1.97616], [1.42947, 1.44628, -2.42177], [1.00766, 2.14753, 1.26617], [0.20045, 2.05994, -0.31852], [1.37697, 3.31511, 0.00974], [0.50958, 0.25843, 2.30210], [2.09589, 0.99303, 2.52838], [1.60713, -0.36621, 3.52223], [0.48956, -2.38900, 1.31483], [1.31835, -2.44175, 2.87042], [2.05444, -3.16851, 1.45389], [4.22479, -0.20604, 1.76340], [4.14463, -1.92537, 1.36344], [3.72117, -1.37568, 2.97347], [-2.11938, -0.36456, 2.27543], [-3.85952, -0.41064, 2.00690], [-4.48361, -1.59488, 2.19161], [-5.80994, -1.76984, 2.07189], [-6.60861, -0.70099, 1.74576], [-6.01222, 0.54150, 1.56344], [-4.63800, 0.68926, 1.69631], [-3.90481, -2.39016, 2.44274], [-6.18292, -2.76824, 2.24974], [-7.67576, -0.83792, 1.65421], [-6.62333, 1.40353, 1.32935], [-4.16256, 1.65261, 1.58260]], "forces_ev_per_angstrom": [[-0.0874, 0.0302, -0.0436], [-0.0028, 0.0171, 0.0041], [0.0008, -0.0523, 0.0143], [-0.0269, -0.0073, -0.0202], [-0.0247, -0.0210, -0.0194], [0.0509, 0.0000, 0.0316], [-0.0412, 0.0421, -0.0402], [0.1028, -0.0030, 0.0731], [0.0014, 0.0000, -0.0010], [-0.0011, -0.0016, -0.0019], [0.0052, 0.0006, 0.0043], [-0.0075, 0.0151, 0.0009], [0.0052, 0.0009, 0.0317], [-0.0338, -0.0170, 0.0131], [0.0350, 0.0054, -0.0328], [-0.0096, -0.0122, -0.0134], [0.1699, 0.0102, -0.0058], [-0.0456, 0.0010, 0.0577], [-0.0046, -0.0226, -0.0226], [0.0015, 0.0068, -0.0010], [0.0010, -0.0247, 0.0049], [-0.0082, 0.0193, 0.0192], [-0.0310, 0.0182, 0.0027], [0.0008, -0.0292, -0.0029], [0.0215, -0.0003, 0.0035], [0.0144, -0.0015, 0.0025], [0.0106, 0.0067, -0.0004], [-0.0126, 0.0517, -0.0030], [0.0000, -0.0065, 0.0031], [0.0019, -0.0002, -0.0058], [0.0016, 0.0003, -0.0083], [0.0133, -0.0030, -0.0305], [0.0022, 0.0019, -0.0053], [0.0021, -0.0056, -0.0104], [0.0006, -0.0076, -0.0003], [-0.0080, 0.0158, 0.0131], [-0.0145, 0.0140, 0.0005], [-0.0111, 0.0041, -0.0013], [-0.0004, -0.0097, -0.0162], [-0.0001, 0.0014, 0.0011], [-0.0067, -0.0131, -0.0086], [-0.0236, 0.0084, -0.0304], [-0.0017, -0.0206, -0.0173], [0.0112, 0.0008, 0.0103], [-0.0348, 0.0036, -0.0011], [0.0237, -0.0052, 0.0078], [-0.0006, -0.0044, 0.0005], [-0.0290, 0.0290, 0.0190], [0.0190, 0.0085, 0.0082], [-0.0466, 0.0207, 0.0290], [-0.0083, -0.0500, 0.0138], [0.0005, -0.0031, 0.0056], [-0.0051, -0.0085, 0.0019], [0.0280, 0.0006, -0.0369], [0.0067, 0.0166, 0.0022], [0.0153, -0.0118, 0.0007], [0.0004, -0.0063, 0.0027], [-0.0032, 0.0013, -0.0013], [0.0070, -0.0013, 0.0044], [-0.0132, -0.0041, 0.0019], [-0.0056, 0.0038, -0.0102], [0.0006, -0.0002, 0.0035], [-0.0007, -0.0012, -0.0012], [-0.0004, -0.0001, -0.0016], [-0.0044, -0.0013, 0.0021]], "lowdin_charge": [0.855, 0.689, -0.722, -0.048, -0.005, -0.016, -0.086, -0.118, 0.126, 0.132, 0.126, 0.124, -0.080, -0.597, -0.080, -0.061, 0.944, -0.388, -0.596, -0.060, -0.079, -0.093, -0.591, -0.092, -0.084, -0.059, 0.098, 0.064, 0.073, 0.099, 0.085, 0.065, 0.103, 0.070, 0.072, 0.073, 0.071, 0.102, 0.070, 0.098, 0.083, 0.065, 0.029, 0.103, 0.008, 0.072, 0.102, 0.044, 0.096, 0.071, 0.072, 0.071, 0.105, 0.682, -0.671, 0.088, 0.002, 0.009, 0.020, -0.054, 0.170, 0.155, 0.135, 0.137, 0.123], "charge": 2, "gap_ev": 7.8, "homo_ev": -14.7}

{"formula": "C2H2O2S2", "method": "ωB97M-V/def2-TZVPD", "species": ["C", "C", "O", "O", "S", "S", "H", "H"], "xyz": [[1.04764, 1.50058, 0.56126], [0.12965, 0.41805, -0.01862], [-1.53545, 3.43020, 1.07896], [0.33550, 4.48688, -0.18995], [1.37250, 1.18200, -1.05302], [-0.16666, 3.83741, 0.99568], [0.14315, -0.54665, 0.27465], [-0.99462, 0.74360, -0.23947]], "forces_ev_per_angstrom": [[-0.6575, -0.9771, -0.6904], [-2.7650, 4.4703, -0.9672], [-0.1960, -0.1505, -0.4635], [-0.5877, -0.4151, 0.3363], [0.1616, -0.1940, 0.1620], [0.8048, 0.8498, 0.2786], [0.7379, -3.0937, 0.8806], [2.5019, -0.4897, 0.4634]], "lowdin_charge": [-0.432, -0.504, -0.426, -0.439, 0.883, 0.802, 0.005, 0.111], "gap_ev": 8.4, "de_lowest_ev": 3.915, "homo_ev": -9.9}

{"formula": "C4H10N3", "method": "ωB97M-V/def2-TZVPD", "species": ["C", "C", "C", "C", "N", "N", "N", "H", "H", "H", "H", "H", "H", "H", "H", "H", "H"], "xyz": [[1.88434, -0.96619, 0.11867], [1.15860, 1.21424, -0.16378], [-0.22171, -0.96386, 0.33769], [-0.24166, 0.41442, -0.36717], [2.15329, 0.20163, -0.10395], [-0.96060, -1.98023, -0.23399], [-1.37302, 1.20930, 0.09250], [2.58055, -1.76667, 0.30636], [1.40944, 2.15939, -0.71259], [1.06959, 1.76111, 0.81735], [-0.26415, -0.82202, 1.34746], [-0.52448, 0.28161, -1.42593], [-1.20671, -2.64307, 0.47426], [-0.55725, -2.29933, -1.10041], [-2.17144, 0.51494, 0.13116], [-1.56549, 2.08948, -0.55691], [-1.16929, 1.59526, 1.03930]], "forces_ev_per_angstrom": [[-4.0553, -0.1856, 0.6906], [-1.7954, 0.1547, 1.2621], [4.6492, 1.8238, -3.2594], [1.4995, -0.3110, -1.4536], [1.9326, 1.8022, -0.3389], [-0.5806, 0.7380, 0.2320], [-1.4910, 2.0820, 0.1730], [0.0503, -0.3558, -0.1159], [-0.3136, -1.5006, -0.8756], [0.1857, -1.0450, -0.0243], [-0.4926, -0.1001, 2.8325], [0.7781, -0.2955, 0.1907], [-0.0822, -0.8712, -0.4246], [-0.2815, -0.6232, 0.1282], [0.4048, 1.4443, -0.0584], [0.1148, -2.3917, 1.5792], [-0.5227, -0.3651, -0.5374]], "lowdin_charge": [0.052, -0.148, -0.222, -0.292, -0.021, 0.061, 0.164, 0.091, 0.134, 0.126, 0.092, 0.157, 0.096, 0.105, 0.191, 0.237, 0.176], "charge": 1, "gap_ev": 7.9, "de_lowest_ev": 3.916, "homo_ev": -11.8}

How do the records compare in max |F|? In the order shown, they have 0.17, 5.34, 5.96 eV/Å.